A molecular structure, C42H45BBrFLaN7O3. Source: OMol25; level of theory: ωB97M-V with the def2-TZVPD basis set.

Structure (XYZ):
```
101
Properties=species:S:1:pos:R:3:mulliken_charge:R:1
La -0.129 -0.168 -0.283 1.81
C 2.766 -0.353 0.497 -0.73
C 3.098 -0.647 1.960 1.22
C 4.235 0.237 2.461 -1.58
C 1.861 -0.495 2.811 -0.29
C 1.558 -0.738 4.163 -1.71
C 0.217 -0.429 4.274 -0.32
N -0.239 -0.025 3.072 -0.25
N 0.783 -0.071 2.185 0.82
B -1.643 0.557 2.733 -0.01
N -2.537 -0.454 1.915 0.25
C -3.777 -0.846 2.243 -0.53
C -4.228 -1.756 1.309 -1.23
C -3.167 -1.887 0.402 -0.53
N -2.164 -1.097 0.773 0.95
C -3.025 -2.738 -0.829 2.20
C -3.913 -3.972 -0.757 -1.99
C -3.298 -1.950 -2.107 -1.14
N -1.460 1.931 2.024 0.59
C -2.060 3.084 2.369 -0.86
C -1.555 4.100 1.589 -0.87
C -0.608 3.466 0.763 -0.05
N -0.550 2.171 1.037 -0.04
C 0.290 4.069 -0.279 1.59
C 1.499 4.736 0.375 -1.78
C -0.471 5.055 -1.161 -1.61
H 3.640 -0.429 -0.151 0.55
H 2.382 0.674 0.388 0.00
H 2.058 -1.087 0.088 -0.47
H 3.412 -1.695 2.022 0.39
H 3.957 1.292 2.390 0.31
H 5.139 0.086 1.868 0.44
H 4.474 0.029 3.504 0.41
H 2.217 -1.091 4.937 0.51
H -0.454 -0.449 5.116 0.55
H -2.241 0.748 3.762 -0.23
H -4.237 -0.456 3.136 0.59
H -5.173 -2.270 1.298 0.48
H -1.976 -3.051 -0.861 -0.58
H -4.973 -3.707 -0.787 0.36
H -3.739 -4.545 0.155 0.44
H -3.716 -4.627 -1.607 0.45
H -4.330 -1.587 -2.126 0.32
H -3.132 -2.583 -2.980 0.46
H -2.659 -1.072 -2.220 -0.15
H -2.799 3.086 3.154 0.53
H -1.825 5.141 1.615 0.51
H 0.641 3.245 -0.907 -0.35
H 1.185 5.548 1.035 0.36
H 2.168 5.152 -0.381 0.46
H 2.064 4.024 0.979 0.33
H -0.842 5.897 -0.569 0.32
H -1.328 4.585 -1.644 0.26
H 0.176 5.463 -1.940 0.44
C -4.761 3.194 -6.059 -1.45
C -3.797 4.130 -5.343 -0.31
C -4.413 5.472 -4.981 -1.05
C -5.578 5.288 -4.019 -1.32
C -5.206 4.374 -2.877 1.02
C -5.935 4.358 -1.710 -0.62
C -5.556 3.543 -0.647 -0.21
F -6.310 3.584 0.469 -0.39
C -4.457 2.739 -0.693 -0.75
C -3.702 2.734 -1.874 0.68
C -2.493 1.894 -1.938 0.38
O -2.282 1.117 -0.987 -0.09
C -1.678 2.033 -3.100 -0.02
C -2.164 2.780 -4.138 -0.12
N -3.296 3.494 -4.111 0.17
C -4.077 3.531 -2.952 -0.54
C -0.348 1.365 -3.290 -0.41
O 0.067 1.136 -4.409 -0.73
O 0.262 1.095 -2.170 -0.40
H -5.151 3.676 -6.957 0.41
H -5.605 2.920 -5.425 0.36
H -4.256 2.275 -6.357 0.39
H -2.918 4.282 -5.970 0.54
H -4.735 5.975 -5.893 0.44
H -3.648 6.100 -4.518 0.34
H -6.450 4.887 -4.541 0.39
H -5.884 6.253 -3.611 0.48
H -6.804 4.995 -1.591 0.52
H -4.153 2.122 0.140 0.80
H -1.606 2.804 -5.067 0.63
Br 0.304 -3.235 1.397 0.02
C 1.427 -3.978 0.082 0.50
C 2.200 -5.037 0.454 -0.86
C 2.975 -5.698 -0.531 -0.65
C 2.888 -5.306 -1.830 -0.83
C 2.053 -4.224 -2.212 0.90
C 1.872 -3.913 -3.585 -0.84
C 1.043 -2.902 -3.954 -1.39
C 0.428 -2.095 -2.958 -0.47
C 0.557 -2.321 -1.602 0.39
C 1.341 -3.474 -1.250 0.55
H 2.202 -5.378 1.479 0.46
H 3.608 -6.530 -0.249 0.38
H 3.442 -5.825 -2.603 0.37
H 2.383 -4.521 -4.322 0.35
H 0.881 -2.683 -5.002 0.43
H -0.151 -1.256 -3.333 0.00
```

Computed properties:
* E_HOMO: -7.409 eV
* lowest unoccupied orbital energy: -0.0028 Ha
* DFT total energy: -4967.09245 Ha
* charge: 0


A molecular structure, C42H45FI2O5. Source: OMol25; level of theory: ωB97M-V with the def2-TZVPD basis set.

Structure (XYZ):
```
95
Properties=species:S:1:pos:R:3:mulliken_charge:R:1
C 4.769 0.459 -1.025 -1.02
C 3.668 0.778 -2.002 0.74
O 3.109 -0.021 -2.686 -0.50
O 3.417 2.145 -2.054 -0.35
C 2.142 2.581 -2.456 0.49
O 1.730 2.391 -3.546 -0.45
C 1.498 3.481 -1.415 -1.19
C -0.007 3.247 -1.046 -0.19
O -0.720 2.423 -1.978 -0.45
C -0.828 1.060 -1.776 0.35
O -0.068 0.325 -2.331 -0.28
C -1.987 0.550 -0.929 -0.08
C -2.384 -0.888 -1.322 -0.45
C -1.745 -1.919 -0.399 -0.44
F -0.366 -1.682 -0.350 -0.12
C -0.255 2.907 0.434 -0.47
I -1.843 4.086 1.170 0.15
C 0.354 1.972 1.177 -0.03
C 1.453 1.063 0.665 0.86
I -0.181 1.614 3.173 0.21
H 4.592 -0.533 -0.605 0.30
H 5.717 0.447 -1.574 0.38
H 4.852 1.214 -0.240 0.25
H 1.571 4.483 -1.859 0.40
H 2.097 3.517 -0.501 0.53
H -0.475 4.226 -1.168 0.95
H -1.698 0.590 0.127 -0.02
H -2.831 1.244 -1.025 0.53
H -3.476 -0.995 -1.275 0.48
H -2.075 -1.088 -2.352 -0.12
H -2.137 -1.854 0.625 0.13
H -1.903 -2.938 -0.772 0.37
H 2.277 1.660 0.259 -0.33
H 1.091 0.351 -0.079 -0.20
H 1.873 0.476 1.487 -0.27
C 2.721 -4.865 -0.649 -0.69
C 3.433 -5.651 0.245 -0.32
C 3.415 -5.350 1.601 -0.42
C 2.680 -4.267 2.061 -0.53
C 1.959 -3.486 1.165 -0.27
C 1.979 -3.783 -0.190 -0.29
H 2.744 -5.092 -1.707 0.38
H 4.007 -6.496 -0.114 0.36
H 3.978 -5.958 2.299 0.36
H 2.668 -4.030 3.117 0.42
H 1.384 -2.639 1.521 0.50
H 1.438 -3.161 -0.889 0.46
C -4.684 5.475 -2.821 -0.59
C -5.802 6.286 -2.956 -0.38
C -6.632 6.512 -1.866 -0.43
C -6.342 5.929 -0.640 -0.47
C -5.222 5.121 -0.504 -0.35
C -4.394 4.892 -1.595 0.15
H -4.038 5.296 -3.671 0.38
H -6.027 6.743 -3.911 0.36
H -7.506 7.141 -1.973 0.35
H -6.989 6.106 0.209 0.36
H -4.996 4.667 0.454 0.30
H -3.522 4.259 -1.489 0.27
C -0.957 -2.475 6.295 -0.49
C -1.603 -3.567 6.858 -0.38
C -2.656 -4.172 6.186 -0.40
C -3.062 -3.688 4.950 -0.42
C -2.413 -2.598 4.386 -0.34
C -1.361 -1.992 5.058 0.00
H -0.139 -1.999 6.821 0.39
H -1.286 -3.946 7.821 0.37
H -3.162 -5.021 6.627 0.36
H -3.882 -4.161 4.426 0.37
H -2.730 -2.219 3.422 0.34
H -0.866 -1.134 4.622 0.18
C 3.512 -0.309 3.973 -0.25
C 3.961 -0.806 5.189 -0.61
C 5.212 -0.445 5.667 -0.47
C 6.015 0.418 4.932 -0.39
C 5.565 0.917 3.718 -0.53
C 4.315 0.552 3.239 0.21
H 2.534 -0.593 3.602 0.32
H 3.334 -1.477 5.763 0.41
H 5.564 -0.836 6.613 0.37
H 6.990 0.701 5.307 0.36
H 6.190 1.592 3.146 0.38
H 3.965 0.940 2.292 0.18
C -0.437 -0.657 -6.680 -0.64
C -1.274 -0.629 -5.572 -0.21
C -2.540 -1.192 -5.647 -0.35
C -2.971 -1.786 -6.826 -0.46
C -2.133 -1.815 -7.932 -0.42
C -0.868 -1.248 -7.860 -0.34
H 0.550 -0.217 -6.619 0.42
H -0.928 -0.171 -4.654 0.53
H -3.197 -1.167 -4.786 0.36
H -3.958 -2.227 -6.883 0.36
H -2.467 -2.279 -8.852 0.35
H -0.215 -1.269 -8.724 0.36
```

Computed properties:
* E_HOMO: -9.077 eV
* lowest unoccupied orbital energy: -0.0113 Ha
* DFT total energy: -2698.83189 Ha
* charge: 0


A molecular structure, C42H46BrF4NP3Ru. Source: OMol25; level of theory: ωB97M-V with the def2-TZVPD basis set.

Structure (XYZ):
```
98
Properties=species:S:1:pos:R:3:mulliken_charge:R:1
Ru 0.034 -0.711 -0.069 -0.05
C -3.699 -2.489 -0.968 -1.31
C -3.815 -0.967 -0.980 1.01
C -4.854 -0.500 -1.993 -1.74
P -2.133 -0.184 -1.223 0.78
C -1.772 0.054 -3.053 2.37
C -2.535 1.173 -3.752 -1.69
C -1.870 -1.279 -3.788 -1.57
C -2.338 1.507 -0.566 0.83
C -3.501 2.097 -0.104 -0.44
C -3.468 3.381 0.425 -0.94
C -2.269 4.082 0.503 -0.90
C -1.100 3.527 0.024 0.05
C -1.125 2.243 -0.535 -1.91
N -0.037 1.601 -1.034 0.84
C 0.760 2.036 -2.010 -0.11
C 0.542 3.244 -2.720 -0.84
C 1.294 3.539 -3.831 -1.11
C 2.276 2.659 -4.279 -1.10
C 2.508 1.467 -3.602 -0.72
C 1.788 1.154 -2.463 0.59
P 2.039 -0.335 -1.441 0.89
C 3.815 -0.191 -0.863 0.82
C 3.886 1.038 0.039 -1.47
C 4.865 -0.112 -1.963 -1.72
C 1.803 -1.857 -2.527 1.70
C 2.525 -3.022 -1.854 -1.52
C 2.105 -1.744 -4.012 -1.67
H -4.681 -2.931 -0.815 0.52
H -3.052 -2.828 -0.161 0.19
H -3.310 -2.862 -1.912 0.24
H -4.127 -0.639 0.021 0.21
H -4.677 -0.958 -2.961 0.38
H -4.852 0.582 -2.104 0.35
H -5.843 -0.811 -1.655 0.46
H -0.709 0.330 -3.045 -0.94
H -3.526 0.863 -4.062 0.39
H -1.988 1.463 -4.646 0.42
H -2.629 2.053 -3.119 0.33
H -2.898 -1.597 -3.925 0.32
H -1.339 -2.060 -3.241 0.29
H -1.426 -1.188 -4.776 0.45
H -4.443 1.572 -0.156 0.53
H -4.379 3.825 0.795 0.49
H -2.250 5.065 0.945 0.50
H -0.152 4.034 0.111 0.67
H -0.251 3.904 -2.403 0.54
H 1.109 4.455 -4.369 0.47
H 2.850 2.896 -5.161 0.51
H 3.252 0.787 -3.982 0.61
H 3.987 -1.094 -0.266 0.79
H 3.697 1.940 -0.538 0.27
H 4.875 1.120 0.480 0.55
H 3.157 0.984 0.845 0.35
H 4.854 0.866 -2.435 0.38
H 4.740 -0.882 -2.717 0.35
H 5.849 -0.247 -1.519 0.49
H 0.710 -2.023 -2.430 -0.68
H 3.596 -2.981 -2.045 0.36
H 2.142 -3.969 -2.231 0.40
H 2.362 -3.004 -0.771 0.26
H 3.169 -1.642 -4.195 0.27
H 1.576 -0.910 -4.466 0.42
H 1.768 -2.653 -4.504 0.45
F 0.321 -5.924 4.940 -0.25
C 0.303 -4.739 4.364 0.50
C 0.557 -3.581 5.102 0.20
F 0.843 -3.654 6.389 -0.26
C 0.517 -2.343 4.463 0.30
F 0.763 -1.250 5.179 -0.37
C 0.254 -2.205 3.101 -0.72
P 0.170 -0.525 2.332 1.61
C 1.662 0.251 2.988 0.67
C 1.651 1.606 3.310 -0.71
C 2.777 2.178 3.869 -0.82
C 3.913 1.413 4.088 -0.70
C 3.948 0.085 3.691 -0.94
C 2.832 -0.498 3.125 -0.54
C -1.270 0.188 3.189 0.22
C -1.230 0.781 4.450 -0.15
C -2.406 1.246 5.017 -0.89
C -3.611 1.138 4.340 -0.82
C -3.650 0.559 3.081 -0.40
C -2.485 0.083 2.512 0.29
C 0.019 -3.377 2.387 0.30
Br -0.297 -3.350 0.504 -0.06
C 0.033 -4.623 3.000 0.28
F -0.204 -5.705 2.273 -0.31
H 0.755 2.188 3.135 0.60
H 2.763 3.220 4.145 0.49
H 4.773 1.855 4.566 0.46
H 4.845 -0.498 3.832 0.50
H 2.854 -1.532 2.803 0.54
H -0.302 0.873 4.991 0.50
H -2.380 1.682 6.003 0.49
H -4.520 1.504 4.794 0.45
H -4.593 0.468 2.560 0.49
H -2.492 -0.383 1.527 -0.62
```

Computed properties:
* multiplicity: 6
* E_HOMO (spin up / spin down): -13.332 / -14.043 eV
* lowest unoccupied orbital energy (spin up / spin down): -0.1720 / -0.2750 Ha
* <S²>: 8.809
* DFT total energy: -5774.67244 Ha
* charge: +2


What is the formula in the first record?
C42H45BBrFLaN7O3